# 1
Here is C23H21N5O2Pt as an isolated structure from OMol25. Energies are from the ωB97M-V functional and the def2-TZVPD basis.

Its spin multiplicity is 1. The calculation puts the relative energy (zero: lowest compared OMol25 entry of this formula, charge and spin) at 7.9 kJ/mol. For the HOMO energy, the calculation gives -5.74 eV.

The geometry in XYZ format:
```
52
C23H21N5O2Pt the ωB97M-V functional and the def2-TZVPD basis
Pt 0.55796 -0.70350 0.32303
O 1.93906 -0.80310 3.79143
C 1.71276 -0.28150 2.71183
N 0.40866 -0.06480 2.16693
C -0.42434 0.82030 2.72793
C -0.22174 1.27140 4.05323
C -1.09874 2.11770 4.67053
C -2.24134 2.56540 3.99013
C -2.42814 2.23630 2.67663
C -1.51654 1.41570 1.97383
N -1.59224 1.38790 0.65483
C -1.62594 0.50730 -0.31197
O -1.37944 0.68020 -1.50337
C -2.19704 -0.81040 0.21353
C -3.51014 -1.01410 0.57403
C -3.83534 -2.18300 1.25673
C -2.81364 -3.07660 1.56633
C -1.52494 -2.80930 1.15913
N -1.21674 -1.69610 0.47073
C 2.66726 0.33470 1.79943
C 3.75296 1.09580 2.23243
C 4.41056 1.90570 1.33833
C 3.94936 1.95620 0.00473
C 2.90196 1.15720 -0.37447
N 2.28596 0.32330 0.47263
H 0.64856 0.91150 4.57553
H -0.90594 2.44830 5.68053
H -2.94504 3.20760 4.49593
H -3.26724 2.62300 2.11943
H -4.25374 -0.27340 0.32473
H -4.85134 -2.37100 1.56283
H -3.03164 -3.97570 2.11903
H -0.71054 -3.49240 1.36343
H 4.01986 1.06530 3.27663
H 5.24376 2.51450 1.65233
H 4.40966 2.61990 -0.71087
H 2.52706 1.16740 -1.39127
C -0.91684 -1.48820 -4.47617
C 0.44286 -0.90600 -4.06757
C 0.42916 0.61750 -4.26917
C 1.59006 -1.55620 -4.85307
C 0.64256 -1.12590 -2.65677
N 0.83166 -1.26180 -1.52737
H -1.09114 -1.28820 -5.53147
H -1.70574 -1.01590 -3.89607
H -0.95314 -2.56430 -4.31807
H 0.18576 0.84320 -5.30507
H 1.40126 1.04790 -4.03647
H -0.31774 1.06210 -3.61507
H 1.46426 -1.36250 -5.91657
H 1.60486 -2.63310 -4.69817
H 2.54846 -1.14650 -4.53997
```



# 2
Here is C5H12GdO3 as an isolated structure from OMol25. Energies are from the ωB97M-V functional and the def2-TZVPD basis.

Its spin multiplicity is 9. The calculation puts the relative energy (zero: lowest compared OMol25 entry of this formula, charge and spin) at 471.4 kJ/mol. For the HOMO energy (spin up / spin down), the calculation gives -13.63 / -16.80 eV. As for the expectation value of S²: 20.035. The charge is +2.

The geometry in XYZ format:
```
21
C5H12GdO3 the ωB97M-V functional and the def2-TZVPD basis
C -2.47323 0.14342 0.33632
H -1.80501 0.65460 -0.36274
H -2.20493 -0.91575 0.36632
H -2.50444 0.54525 1.35384
O -3.80488 0.20164 -0.23967
C -4.61855 1.12595 0.10948
H -4.66372 1.35491 1.18421
H -4.92460 1.81732 -0.68326
O -6.80378 -2.32330 -1.99503
C -6.84369 -0.98145 -2.02325
C -7.09108 -0.36398 -0.35811
O -6.75194 -1.33421 0.63340
C -7.49199 -1.24824 1.84196
Gd -5.95630 -3.39118 -0.29904
H -7.64899 -0.53837 -2.63919
H -5.87636 -0.53083 -2.32410
H -8.18784 -0.47916 -0.44215
H -7.18437 0.64961 0.05808
H -7.05595 -1.94867 2.56159
H -7.43461 -0.22966 2.25013
H -8.54907 -1.48530 1.64769
```



# 3
Here is C56H40CsF3N3O6SbSi as an isolated structure from OMol25. Energies are from the ωB97M-V functional and the def2-TZVPD basis.

Its spin multiplicity is 1. The calculation puts the relative energy (zero: lowest compared OMol25 entry of this formula, charge and spin) at 118.1 kJ/mol. For the HOMO energy, the calculation gives -2.00 eV. The charge is -2.

The geometry in XYZ format:
```
111
C56H40CsF3N3O6SbSi the ωB97M-V functional and the def2-TZVPD basis
Cs 0.90338 0.10324 0.29653
O -0.62570 -6.18399 5.01638
C -0.02807 -5.27499 5.80757
O 0.09342 -5.50590 6.98243
C 0.42249 -3.98999 5.18548
C 1.02527 -3.05684 6.02593
C 1.46703 -1.84161 5.53663
C 1.30586 -1.53336 4.18457
C 0.74013 -2.48190 3.33699
C 0.28684 -3.69085 3.83239
N 1.73688 -0.32579 3.60305
C 1.60637 0.75800 4.24508
C 2.06601 2.05367 3.70090
C 1.93313 3.20212 4.46900
C 2.36834 4.40956 3.93697
C 2.91447 4.41648 2.66893
C 2.99731 3.21188 1.97068
N 2.58121 2.05598 2.46874
H -0.66629 -5.89996 4.09294
H 1.14495 -3.31196 7.06995
H 1.96220 -1.13925 6.19511
H 0.66502 -2.25739 2.28150
H -0.15618 -4.38473 3.12496
H 1.12581 0.79630 5.23051
H 1.48948 3.14921 5.45565
H 2.27143 5.32647 4.50439
H 3.25896 5.32605 2.19603
H 3.38893 3.18705 0.96069
O -6.54234 0.72410 -1.90540
C -6.11326 1.41121 -0.95827
O -6.72134 2.17404 -0.17970
C -4.59939 1.25313 -0.66963
C -4.04601 1.72985 0.51182
C -2.71220 1.47657 0.77848
N -1.90495 0.80517 -0.04337
C -2.42000 0.39268 -1.20872
C -3.75018 0.59889 -1.55184
C -1.50360 -0.37698 -2.16066
O -1.84530 -0.48455 -3.33828
O -0.43896 -0.87637 -1.64169
H -4.67943 2.27059 1.20274
H -2.26314 1.82359 1.70805
H -4.13337 0.22677 -2.49078
F -0.33012 -8.68069 2.85545
C -0.34535 -7.54517 2.11867
C -1.55153 -6.91030 1.89298
C -1.55752 -5.75284 1.11831
C -0.38295 -5.22462 0.58086
C 0.80986 -5.89339 0.86016
C 0.84591 -7.05726 1.62035
Sb -0.27086 -3.32083 -0.51251
C -2.29221 -2.83246 -0.05134
C -2.57336 -2.29139 1.20065
C -3.86292 -1.92164 1.55203
C -4.87009 -2.09454 0.62324
F -6.12140 -1.74439 0.96164
C -4.63077 -2.60737 -0.63572
C -3.33369 -2.98120 -0.96387
C -0.59655 -4.21574 -2.43260
C -0.69016 -5.59715 -2.59021
C -0.88867 -6.16457 -3.84299
C -0.99975 -5.32328 -4.93007
F -1.20066 -5.87316 -6.15590
C -0.92068 -3.95234 -4.81562
C -0.71035 -3.39863 -3.55854
H -2.46106 -7.32360 2.31009
H -2.50118 -5.24897 0.94009
H 1.74820 -5.49511 0.48487
H 1.77061 -7.57735 1.83382
H -1.77845 -2.13815 1.92544
H -4.09181 -1.48016 2.51276
H -5.44237 -2.66259 -1.34860
H -3.13577 -3.36362 -1.95823
H -0.61581 -6.25298 -1.73178
H -0.96555 -7.23550 -3.97825
H -1.03242 -3.32383 -5.68902
H -0.67523 -2.31924 -3.46212
C 1.67505 2.98355 -6.36573
C 0.84586 2.24959 -5.52624
C 1.00007 2.33590 -4.14992
C 1.96287 3.16696 -3.56211
C 2.78137 3.89593 -4.43014
C 2.64765 3.80461 -5.81169
Si 2.02935 3.21366 -1.63947
C 0.66012 4.53057 -1.27759
C 0.02974 4.52833 -0.02993
C -0.93680 5.46562 0.31529
C -1.31135 6.43889 -0.59951
C -0.71175 6.45962 -1.85268
C 0.25738 5.52026 -2.18028
C 3.59074 4.32543 -1.33866
C 4.86524 3.79788 -1.59702
C 6.03090 4.48408 -1.29074
C 5.96658 5.73594 -0.68700
C 4.72190 6.28592 -0.41629
C 3.55955 5.59336 -0.74396
H 1.56410 2.91472 -7.44205
H 0.08060 1.60159 -5.93705
H 0.35156 1.73535 -3.51821
H 3.53926 4.55534 -4.01902
H 3.30005 4.38396 -6.45711
H 0.29072 3.75400 0.68792
H -1.41675 5.41968 1.28659
H -2.08095 7.15910 -0.34794
H -1.01075 7.20488 -2.58176
H 0.70728 5.54873 -3.16765
H 4.93922 2.81108 -2.04681
H 6.99510 4.03977 -1.51384
H 6.87381 6.27312 -0.43536
H 4.65280 7.26666 0.04403
H 2.59895 6.05377 -0.53487
```



# 4
Here is an isolated molecule of C4H7NO2 from OMol25. Energies are from the ωB97M-V functional and the def2-TZVPD basis.

Its spin multiplicity is 1. The calculation puts the relative energy (zero: lowest compared OMol25 entry of this formula, charge and spin) at 110.7 kJ/mol. For the HOMO energy, the calculation gives -9.68 eV. The SMILES is CN(C=O)CC=O.

The geometry in XYZ format:
```
14
C4H7NO2 the ωB97M-V functional and the def2-TZVPD basis
C -1.73026 -0.26111 -0.33242
N -0.52606 0.19489 0.09635
C -0.15548 0.15801 1.49632
C 0.49198 0.53728 -0.87113
C 1.60553 -0.48524 -0.85414
O 2.74692 -0.23297 -0.58423
O -2.07451 -0.34008 -1.48899
H -2.40594 -0.54230 0.49338
H 0.08473 1.15528 1.86936
H -0.98547 -0.24094 2.07724
H 0.72703 -0.45429 1.67154
H 0.90147 1.53467 -0.67971
H 0.03000 0.50886 -1.85610
H 1.29008 -1.53206 -1.03746
```



# 5
Here is a 2-piece molecular cluster, C6H12O2 overall from OMol25. Energies are from the ωB97M-V functional and the def2-TZVPD basis.

Its spin multiplicity is 2. The calculation puts the relative energy (zero: lowest compared OMol25 entry of this formula, charge and spin) at 182.0 kJ/mol. For the HOMO energy (spin up / spin down), the calculation gives -12.48 / -12.47 eV. As for the expectation value of S²: 0.755. The charge is +1.

The geometry in XYZ format:
```
20
C6H12O2 the ωB97M-V functional and the def2-TZVPD basis
O 0.79682 1.25251 3.74952
C 0.34539 1.76100 2.71985
C 1.07589 1.88452 1.42237
C 0.19240 1.27523 0.30670
H -0.74456 1.97357 2.62798
H 2.02227 1.34246 1.49115
H 1.24292 2.94776 1.26179
H -0.15954 0.27716 0.60874
H 0.78790 1.14706 -0.60551
H -0.66925 1.92978 0.14378
C -1.86118 -1.19130 -0.90929
C -0.58412 -1.13764 -1.72994
C 0.42453 -2.02534 -1.51557
O 1.69970 -1.83694 -2.08613
H -2.70646 -1.69335 -1.40129
H -1.70880 -1.77071 0.02468
H -2.18803 -0.17947 -0.60124
H -0.42396 -0.35045 -2.47600
H 0.28698 -2.91220 -0.88458
H 2.17110 -2.69365 -2.14701
```



# 6
Here is a 2-piece molecular cluster, C9H14O2 overall from OMol25. Energies are from the ωB97M-V functional and the def2-TZVPD basis.

Its spin multiplicity is 1. The calculation puts the relative energy (zero: lowest compared OMol25 entry of this formula, charge and spin) at 271.1 kJ/mol. For the HOMO energy, the calculation gives -7.84 eV. The SMILES is CCc1ccc(O)cc1.CO.

The geometry in XYZ format:
```
25
C9H14O2 the ωB97M-V functional and the def2-TZVPD basis
C 0.86514 0.18925 1.06234
C 2.06884 -0.76179 1.25889
C -0.11105 -0.68442 0.41730
C -0.49419 -1.80973 1.22528
C -0.77701 -0.30844 -0.80190
C -1.56839 -2.58626 0.73763
C -1.71927 -1.15456 -1.32695
C -2.17522 -2.25678 -0.51077
O -3.32181 -2.83565 -0.98966
H 0.45214 0.51798 2.08192
H 1.17155 1.13417 0.50780
H 1.88846 -1.44675 2.18326
H -0.16556 -1.87211 2.24666
H -0.29936 0.52142 -1.31495
H -1.68219 -3.54317 1.28507
H -2.30423 -0.81362 -2.21752
H -3.65879 -3.47768 -0.29570
H 3.03473 -0.26442 1.24878
H 2.05232 -1.40213 0.41133
C 1.36973 3.99504 -1.46297
O 1.01631 3.14207 -0.36204
H -0.00861 3.13612 -0.24964
H 1.59770 4.90314 -1.03700
H 0.52228 4.11488 -2.25873
H 2.24645 3.56345 -1.83843
```



Calculated total energy (Ha)
-1432.59473 -1188.12658 -3623.32448 -361.83868 -385.91242 -501.73286
M (g/mol)
594.5 277.4 1190.7 101.1 116.2 154.2